DFT (wB97M-V/def2-TZVPD) results for a cluster of 13 separate species, C84H188F9N10O11S2 in total.

Last column: Mulliken charge in e.
Element x y z (Å)
1 C 19.738 16.676 15.957  -0.767
2 C 20.595 17.184 14.723  -1.435
3 C 20.015 18.441 14.198  0.921
4 C 20.628 18.949 12.917  -1.132
5 N 19.944 20.285 12.379  0.173
6 C 18.419 20.247 12.158  -0.360
7 C 18.163 21.449 11.264  -0.266
8 C 19.439 21.605 10.363  -0.765
9 C 20.504 20.679 10.972  -0.582
10 C 20.294 21.437 13.378  -1.211
11 H 19.607 17.419 16.744  0.397
12 H 20.129 15.822 16.509  0.437
13 H 18.671 16.465 15.887  0.139
14 H 20.540 16.395 13.973  0.396
15 H 21.646 17.287 14.991  0.488
16 H 20.100 19.204 14.972  -0.043
17 H 18.951 18.254 14.055  -0.072
18 H 20.456 18.336 12.032  0.449
19 H 21.708 19.075 12.989  0.348
20 H 17.827 20.224 13.073  0.273
21 H 18.281 19.382 11.510  0.438
22 H 17.961 22.352 11.840  -0.372
23 H 17.325 21.235 10.601  0.746
24 H 19.910 22.580 10.242  0.306
25 H 19.232 21.270 9.346  0.353
26 H 21.419 21.224 11.201  0.386
27 H 20.798 19.803 10.392  0.467
28 H 19.774 21.152 14.293  0.194
29 H 19.954 22.402 13.003  0.702
30 H 21.374 21.475 13.516  0.393
31 C 15.049 21.892 21.944  -1.210
32 C 13.880 21.575 21.022  -0.435
33 C 14.219 21.420 19.505  1.976
34 C 15.309 20.308 19.368  -1.896
35 N 15.450 19.868 17.907  1.149
36 C 14.158 19.318 17.159  0.058
37 C 14.719 18.351 16.098  0.264
38 C 16.086 17.968 16.591  0.293
39 C 16.359 18.659 17.869  -0.696
40 C 16.153 21.031 17.145  -0.335
41 H 14.670 22.110 22.943  0.098
42 H 15.515 22.859 21.755  -0.147
43 H 15.800 21.113 22.077  0.420
44 H 13.149 22.383 21.038  0.523
45 H 13.499 20.607 21.347  0.103
46 H 14.670 22.330 19.107  -0.261
47 H 13.274 21.060 19.099  -0.294
48 H 15.115 19.394 19.929  0.404
49 H 16.290 20.649 19.700  0.455
50 H 13.445 20.055 16.788  0.371
51 H 13.656 18.735 17.932  -0.474
52 H 14.789 18.845 15.128  0.102
53 H 14.076 17.503 15.864  -0.062
54 H 16.938 18.097 15.923  0.066
55 H 16.043 16.889 16.742  0.138
56 H 17.418 18.821 18.069  0.570
57 H 16.003 18.017 18.675  -0.470
58 H 16.289 20.709 16.113  0.245
59 H 17.094 21.270 17.643  -0.262
60 H 15.474 21.884 17.142  0.209
61 C 17.466 15.524 20.002  -1.538
62 C 18.850 15.459 19.299  1.148
63 C 20.118 15.502 20.172  -0.878
64 C 21.472 15.548 19.475  -0.772
65 N 22.742 15.693 20.285  0.289
66 C 24.020 15.194 19.535  -0.702
67 C 24.041 13.636 19.567  -0.462
68 C 23.398 13.369 20.954  -0.657
69 C 22.778 14.694 21.508  -0.632
70 C 22.796 17.121 20.832  -1.085
71 H 16.711 15.834 19.279  -0.215
72 H 17.354 16.292 20.767  0.495
73 H 17.144 14.584 20.449  0.599
74 H 18.986 16.325 18.651  -0.928
75 H 18.848 14.555 18.690  0.260
76 H 20.062 14.657 20.858  0.603
77 H 19.938 16.410 20.748  0.300
78 H 21.479 16.265 18.654  0.322
79 H 21.663 14.651 18.886  0.473
80 H 24.888 15.653 20.008  0.478
81 H 24.103 15.629 18.539  0.370
82 H 24.977 13.093 19.434  0.420
83 H 23.372 13.304 18.773  0.215
84 H 24.175 13.135 21.682  0.375
85 H 22.764 12.483 20.959  0.315
86 H 23.395 15.151 22.282  0.471
87 H 21.789 14.739 21.965  0.432
88 H 21.778 17.105 21.221  0.435
89 H 22.867 17.837 20.013  0.397
90 H 23.636 17.192 21.523  0.422
91 C 17.871 23.497 15.948  -0.348
92 C 19.097 24.289 15.397  -0.683
93 C 18.802 25.288 14.228  -0.446
94 C 17.880 26.511 14.508  -0.600
95 N 17.805 27.468 13.289  0.302
96 C 16.756 28.537 13.460  -0.116
97 C 16.166 28.757 11.987  -0.753
98 C 16.287 27.472 11.226  -0.611
99 C 17.239 26.634 12.136  0.488
100 C 19.103 28.212 12.958  -0.750
101 H 17.157 23.241 15.165  0.435
102 H 17.305 24.060 16.689  0.014
103 H 18.410 22.640 16.352  0.351
104 H 19.919 23.654 15.067  0.792
105 H 19.482 24.843 16.253  -0.465
106 H 18.363 24.671 13.444  0.047
107 H 19.765 25.612 13.832  0.516
108 H 18.207 27.182 15.302  0.607
109 H 16.862 26.191 14.730  -0.156
110 H 17.139 29.436 13.944  0.470
111 H 16.077 28.025 14.143  -0.123
112 H 16.588 29.671 11.570  0.350
113 H 15.093 28.948 11.964  0.413
114 H 16.569 27.565 10.177  0.368
115 H 15.323 26.969 11.154  0.363
116 H 18.014 26.252 11.471  0.297
117 H 16.710 25.754 12.502  -0.816
118 H 18.936 28.715 12.006  0.372
119 H 19.874 27.450 12.851  0.294
120 H 19.300 28.869 13.806  0.347
121 C 10.307 20.754 19.486  -0.696
122 C 10.495 21.665 18.323  -0.150
123 C 11.111 23.080 18.652  0.007
124 C 11.355 23.664 17.232  -0.628
125 N 12.204 24.992 17.242  0.277
126 C 12.325 25.518 15.800  -0.942
127 C 13.367 26.578 15.864  -0.510
128 C 14.438 26.064 16.879  1.187
129 C 13.718 24.836 17.567  0.315
130 C 11.564 26.097 18.132  -0.897
131 H 11.132 20.724 20.197  -0.254
132 H 10.366 19.728 19.124  -0.237
133 H 9.459 20.872 20.162  0.587
134 H 9.542 21.746 17.801  0.775
135 H 11.148 21.080 17.675  -0.106
136 H 12.056 23.041 19.193  -0.122
137 H 10.429 23.743 19.186  0.499
138 H 10.482 23.843 16.604  0.679
139 H 12.011 22.949 16.735  -0.221
140 H 11.309 25.834 15.567  0.672
141 H 12.631 24.679 15.174  0.189
142 H 12.900 27.495 16.222  0.384
143 H 13.749 26.769 14.861  0.478
144 H 14.768 26.789 17.624  0.802
145 H 15.331 25.814 16.306  -1.556
146 H 13.865 24.819 18.647  0.637
147 H 13.979 23.877 17.120  -0.878
148 H 11.342 25.770 19.148  0.208
149 H 10.661 26.497 17.669  0.327
150 H 12.365 26.807 18.333  0.414
151 C 16.991 29.950 23.021  -1.384
152 C 16.930 28.429 22.862  -0.353
153 C 17.536 28.064 21.490  -0.564
154 C 17.504 26.523 21.314  -1.126
155 N 18.209 26.006 20.059  0.928
156 C 18.251 24.465 20.056  -1.408
157 C 19.371 24.109 19.092  1.339
158 C 20.254 25.376 19.103  -1.066
159 C 19.666 26.363 20.071  -0.768
160 C 17.476 26.620 18.856  -0.911
161 H 16.379 30.416 22.249  0.345
162 H 17.997 30.370 22.993  0.357
163 H 16.584 30.270 23.980  0.412
164 H 15.891 28.149 23.039  0.318
165 H 17.539 27.976 23.643  0.331
166 H 18.543 28.477 21.442  0.324
167 H 16.946 28.492 20.679  0.326
168 H 16.529 26.053 21.444  0.479
169 H 18.089 26.094 22.127  0.570
170 H 17.238 24.063 20.042  0.480
171 H 18.597 24.243 21.066  0.509
172 H 18.877 23.914 18.140  -1.284
173 H 19.868 23.255 19.551  0.382
174 H 20.466 25.784 18.115  0.371
175 H 21.290 25.272 19.425  0.432
176 H 19.810 27.422 19.857  0.491
177 H 20.154 26.272 21.042  0.461
178 H 17.615 26.006 17.965  -0.183
179 H 17.815 27.646 18.716  0.448
180 H 16.404 26.502 19.018  0.466
181 C 14.365 20.692 27.147  -1.258
182 C 15.204 20.134 25.987  -0.350
183 C 15.046 18.677 25.646  -0.425
184 C 13.718 18.302 24.972  -0.171
185 N 13.541 16.784 24.662  0.459
186 C 12.173 16.415 23.990  -0.586
187 C 11.181 16.683 25.205  -0.716
188 C 11.922 16.343 26.452  -0.638
189 C 13.339 15.976 25.965  -0.579
190 C 14.590 16.284 23.673  -1.425
191 H 14.697 20.162 28.039  0.427
192 H 13.302 20.707 26.903  0.137
193 H 14.651 21.727 27.336  0.421
194 H 16.238 20.250 26.314  0.484
195 H 15.193 20.801 25.125  -0.114
196 H 15.219 18.050 26.521  0.344
197 H 15.812 18.283 24.979  0.233
198 H 13.638 18.658 23.945  -0.079
199 H 12.839 18.633 25.524  0.384
200 H 12.147 15.355 23.740  0.533
201 H 11.918 17.042 23.135  0.338
202 H 10.322 16.044 25.003  0.476
203 H 10.702 17.659 25.129  0.198
204 H 11.414 15.558 27.012  0.428
205 H 12.050 17.198 27.116  0.263
206 H 13.508 14.937 25.679  0.481
207 H 14.170 16.231 26.623  0.466
208 H 14.426 16.740 22.696  0.301
209 H 14.537 15.198 23.599  0.510
210 H 15.587 16.433 24.086  0.523
211 C 19.913 12.214 14.631  -0.693
212 N 18.371 12.235 14.357  -0.092
213 C 18.164 13.497 13.446  -0.416
214 C 17.958 10.999 13.520  -0.816
215 C 17.459 12.131 15.595  -1.119
216 C 17.417 13.432 16.499  -0.293
217 O 16.661 14.472 15.953  0.745
218 H 20.114 13.078 15.264  0.172
219 H 20.446 12.393 13.696  0.385
220 H 20.163 11.276 15.126  0.384
221 H 18.551 14.394 13.931  -0.100
222 H 17.077 13.500 13.378  0.144
223 H 18.550 13.412 12.430  0.474
224 H 18.790 10.828 12.836  0.420
225 H 17.027 11.224 12.999  0.351
226 H 17.928 10.139 14.189  0.389
227 H 17.836 11.296 16.186  0.546
228 H 16.427 11.875 15.354  0.330
229 H 18.432 13.664 16.822  0.038
230 H 17.049 13.214 17.502  0.604
231 H 15.850 14.527 16.463  -0.268
232 C 12.282 16.684 13.771  -0.996
233 N 12.874 15.362 13.422  0.279
234 C 12.086 14.260 14.213  -0.722
235 C 12.701 15.199 11.890  -0.832
236 C 14.360 15.252 13.879  -0.653
237 C 15.467 16.195 13.317  0.493
238 O 15.730 15.788 11.977  -0.637
239 H 11.268 16.751 13.376  0.496
240 H 12.796 17.477 13.227  0.526
241 H 12.355 16.663 14.858  0.153
242 H 12.436 13.314 13.799  0.393
243 H 11.024 14.375 13.999  0.353
244 H 12.338 14.333 15.271  0.206
245 H 11.710 15.193 11.435  0.384
246 H 13.246 14.272 11.710  0.347
247 H 13.328 15.920 11.366  0.354
248 H 14.637 14.227 13.634  0.805
249 H 14.273 15.195 14.964  -0.232
250 H 16.369 15.991 13.894  -0.324
251 H 15.127 17.226 13.417  0.404
252 H 16.541 16.260 11.776  0.342
253 C 9.375 23.068 25.307  -0.893
254 N 10.336 23.545 24.260  0.139
255 C 9.721 23.164 22.889  -1.187
256 C 10.377 25.098 24.391  -0.935
257 C 11.826 23.087 24.571  -0.960
258 C 12.227 21.680 24.176  1.135
259 O 11.498 20.821 25.021  -0.683
260 H 9.510 21.990 25.229  0.433
261 H 8.326 23.339 25.187  0.402
262 H 9.642 23.482 26.280  0.359
263 H 9.789 22.102 22.650  0.391
264 H 10.173 23.758 22.095  0.552
265 H 8.648 23.355 22.876  0.417
266 H 10.635 25.550 25.349  0.354
267 H 9.364 25.340 24.068  0.448
268 H 11.018 25.472 23.593  0.418
269 H 11.974 23.250 25.638  0.402
270 H 12.377 23.817 23.978  0.367
271 H 13.223 21.630 24.617  -0.416
272 H 12.215 21.407 23.121  -0.237
273 H 11.508 21.030 25.958  0.525
274 C 19.698 20.337 21.612  0.621
275 F 18.628 19.557 21.827  -0.138
276 F 19.397 21.586 21.870  -0.202
277 F 20.729 19.969 22.474  -0.235
278 S 20.277 20.120 19.814  0.681
279 O 21.530 20.868 19.567  -0.680
280 O 20.280 18.705 19.649  -0.525
281 O 19.258 20.671 18.915  -0.535
282 C 14.486 23.747 12.943  0.269
283 F 15.192 24.549 13.717  -0.044
284 F 13.183 24.172 12.820  -0.219
285 F 14.955 23.533 11.711  -0.177
286 S 14.486 21.972 13.906  0.955
287 O 13.634 21.104 13.089  -0.667
288 O 15.865 21.517 13.838  -0.684
289 O 13.971 22.283 15.258  -0.610
290 C 13.348 15.189 18.462  -0.703
291 O 12.556 16.150 17.620  0.240
292 O 14.423 14.767 17.634  -0.901
293 C 13.653 15.574 20.011  0.457
294 F 14.149 16.787 20.092  -0.067
295 F 12.505 15.573 20.696  -0.241
296 F 14.537 14.740 20.558  -0.273
297 C 11.507 16.777 18.240  -0.008
298 C 10.702 17.544 17.207  -1.375
299 H 11.310 18.175 16.558  0.106
300 H 10.191 16.722 16.706  0.391
301 H 9.963 18.217 17.642  0.441
302 H 11.818 17.471 19.021  -0.012
303 H 10.793 16.080 18.678  0.533
304 H 12.758 14.273 18.470  0.403

As for the spin multiplicity: 1. As for the total charge: +7. The calculation puts the gap between HOMO and LUMO at 6.56 eV.

DFT (wB97M-V/def2-TZVPD) results for a structure of composition C3H7NS.

Last column: Mulliken charge in e.
Element x y z (Å)
1 C -2.517 -0.540 -0.293  -0.945
2 C -1.612 0.610 0.259  -0.222
3 C 0.634 0.439 -0.324  -0.213
4 H -2.973 -1.227 0.633  0.258
5 H -1.821 -1.458 -1.024  0.258
6 H -3.389 0.056 -0.710  0.311
7 H -2.045 1.408 1.016  0.263
8 H -1.227 1.140 -0.641  0.217
9 H -0.467 -1.134 0.924  0.375
10 H 0.496 1.625 -0.810  0.208
11 N -0.316 -0.023 0.399  -0.160
12 S 2.163 -0.207 -0.002  -0.349

As for the spin multiplicity: 1. The calculation puts the gap between HOMO and LUMO at 8.52 eV.

no.,F_max (eV/A),LUMO level (eV),HOMO (eV)
1,5.12,-11.7,-18.2
2,6.96,0.6,-8.0